{"formula": "C13H17Cl", "method": "wB97M-V/def2-TZVPD", "total_charge": 0, "de_lowest_kcal_mol": 0.0, "gap_ev": [7.501, 7.212], "species": ["C", "C", "C", "C", "C", "C", "C", "C", "C", "C", "C", "C", "C", "Cl", "H", "H", "H", "H", "H", "H", "H", "H", "H", "H", "H", "H", "H", "H", "H", "H", "H"], "positions_angstrom": [[-3.22326, -0.10142, -2.41268], [-2.20735, 0.84083, -2.49033], [-3.65276, -0.54340, -1.17056], [-1.61780, 1.32443, -1.34311], [-3.06811, -0.06673, -0.01671], [-2.02303, 0.87185, -0.07343], [-0.04492, 1.97594, 1.25218], [0.59817, 0.67019, 1.61177], [-1.45409, 1.43770, 1.10829], [0.39772, -1.55619, 0.49933], [2.54702, -0.74454, 1.47846], [1.68314, 0.27039, -0.63428], [1.27545, -0.31126, 0.71947], [-2.31553, 1.25537, 2.59940], [-3.68382, -0.48136, -3.31277], [-1.88512, 1.20351, -3.45564], [-4.44979, -1.27049, -1.10880], [-0.85780, 2.08782, -1.41146], [-3.39978, -0.42463, 0.94654], [0.02148, 2.71591, 2.04983], [0.33347, 2.40049, 0.32824], [0.39426, 0.31914, 2.61278], [0.05328, -1.95254, 1.45424], [0.96596, -2.33019, -0.01543], [-0.47279, -1.30436, -0.10463], [3.11972, -1.44161, 0.87159], [3.17096, 0.11860, 1.69864], [2.28880, -1.23242, 2.41493], [2.26523, 1.18058, -0.50471], [0.81037, 0.48516, -1.24340], [2.29688, -0.45067, -1.17036]], "atomic_forces_ev_per_a": [[0.0, 0.0, -0.1], [0.0, -0.1, -0.1], [0.0, -0.1, -0.1], [0.0, 0.0, 0.2], [0.1, 0.1, 0.1], [-0.4, 0.0, -0.4], [-0.3, -0.2, 0.1], [-1.1, 0.6, -0.2], [1.5, -0.3, 0.6], [0.0, 0.2, 0.0], [-0.2, 0.1, -0.2], [-0.1, 0.0, 0.2], [0.3, -0.3, -0.1], [-0.1, 0.1, 0.2], [0.0, 0.0, -0.1], [0.0, 0.1, -0.1], [0.0, 0.0, 0.0], [0.1, 0.0, -0.1], [0.0, 0.0, 0.0], [0.0, 0.0, -0.1], [0.0, 0.0, -0.1], [0.0, 0.0, 0.2], [0.0, -0.1, 0.0], [0.0, -0.1, 0.0], [-0.1, -0.1, 0.0], [0.1, -0.1, -0.1], [0.1, 0.1, 0.0], [0.0, -0.1, 0.1], [0.1, 0.1, 0.0], [-0.1, 0.1, -0.1], [0.1, -0.1, -0.1]]}

{"formula": "C8H9Cl2F2O9Pb", "method": "wB97M-V/def2-TZVPD", "total_charge": 1, "gap_ev": 5.318, "species": ["Pb", "O", "C", "O", "O", "H", "C", "Cl", "Cl", "H", "H", "C", "C", "O", "C", "O", "O", "F", "H", "H", "H", "C", "C", "O", "C", "O", "O", "F", "H", "H", "H"], "positions_angstrom": [[-1.41317, 3.87504, 1.83386], [-0.79924, 0.20755, -0.24313], [-0.91457, 1.33658, 0.45102], [-1.92305, 2.09708, 0.21138], [-0.20079, 1.73260, 1.41908], [-1.62305, 0.34545, -0.76189], [-2.45743, -0.90788, 2.39031], [-1.48337, -2.07933, 3.33416], [-4.10775, -1.48135, 2.33024], [-2.26092, 0.12587, 2.66866], [-2.09071, -0.95223, 1.36862], [0.04189, 1.65848, -3.45620], [-1.28614, 1.00271, -3.64252], [-1.08110, -0.26811, -3.07274], [0.23785, -0.58681, -3.36219], [0.67781, -1.67286, -3.23598], [0.94239, 0.54765, -3.57185], [-1.53378, 0.91030, -4.97196], [0.21601, 2.17054, -2.51010], [0.14330, 2.37690, -4.26992], [-2.05969, 1.51886, -3.07174], [1.97268, -0.66226, 2.76246], [2.46465, -0.53017, 1.32104], [2.57967, -1.88278, 0.87347], [2.46222, -2.71195, 1.95370], [2.45263, -3.89346, 1.87597], [2.11072, -2.01457, 3.04716], [3.65854, 0.12000, 1.30126], [0.93798, -0.31218, 2.83783], [2.56280, -0.10646, 3.49436], [1.77364, 0.03679, 0.69562]], "atomic_forces_ev_per_a": [[0.4, -2.7, -1.4], [-0.4, 2.1, 0.9], [-0.8, 1.3, 1.5], [-0.7, 0.9, -0.6], [1.2, -0.2, 0.2], [0.4, -1.2, -0.7], [0.9, -1.0, -0.9], [0.0, 0.8, -0.1], [-0.4, 0.6, 0.2], [-0.6, -0.1, 0.9], [0.0, -0.4, 0.1], [0.7, 0.3, -0.8], [0.0, 0.1, 1.4], [-0.3, 0.3, -1.1], [0.4, -0.5, 1.5], [0.0, 0.1, -0.5], [-0.3, 0.3, -0.3], [-0.5, -0.1, 0.1], [-0.2, -0.2, 0.2], [0.6, -0.1, 0.0], [-0.5, -0.2, -0.6], [0.0, 0.9, 0.0], [-0.3, -0.5, 0.3], [0.3, 1.7, 0.4], [-1.4, -0.9, -0.5], [0.7, 0.3, 0.2], [0.1, -0.7, 0.6], [0.4, -0.1, -0.3], [0.0, -0.4, 0.1], [0.1, 0.2, -0.4], [0.2, -0.3, -0.3]]}